{
  "formula": "C48H125N7O15",
  "method": "ωB97M-V with the def2-TZVPD basis set",
  "smiles": "COC[C@H](C)N.COC[C@H](C)N.COC[C@H](C)N.COCCNCCOC.COCCNCCOC.COCCNCCOC.COCCNCCOC.CC(C)O.CC(C)O.CC(C)O.CC(C)O",
  "e_homo_ha": -0.3124,
  "elements": ["C", "O", "C", "C", "C", "N", "H", "H", "H", "H", "H", "H", "H", "H", "H", "H", "H", "C", "O", "C", "C", "C", "N", "H", "H", "H", "H", "H", "H", "H", "H", "H", "H", "H", "C", "O", "C", "C", "C", "N", "H", "H", "H", "H", "H", "H", "H", "H", "H", "H", "H", "C", "O", "C", "C", "N", "C", "C", "O", "C", "H", "H", "H", "H", "H", "H", "H", "H", "H", "H", "H", "H", "H", "H", "H", "C", "O", "C", "C", "N", "C", "C", "O", "C", "H", "H", "H", "H", "H", "H", "H", "H", "H", "H", "H", "H", "H", "H", "H", "C", "O", "C", "C", "N", "C", "C", "O", "C", "H", "H", "H", "H", "H", "H", "H", "H", "H", "H", "H", "H", "H", "H", "H", "C", "O", "C", "C", "N", "C", "C", "O", "C", "H", "H", "H", "H", "H", "H", "H", "H", "H", "H", "H", "H", "H", "H", "H", "C", "C", "C", "O", "H", "H", "H", "H", "H", "H", "H", "H", "C", "C", "C", "O", "H", "H", "H", "H", "H", "H", "H", "H", "C", "C", "C", "O", "H", "H", "H", "H", "H", "H", "H", "H", "C", "C", "C", "O", "H", "H", "H", "H", "H", "H", "H", "H"],
  "positions_angstrom": [[-6.933, -1.030, -0.752], [-6.010, -0.707, 0.255], [-5.006, 0.184, -0.174], [-4.350, 0.778, 1.054], [-5.292, 1.657, 1.849], [-3.150, 1.570, 0.707], [-7.638, -1.750, -0.348], [-6.430, -1.399, -1.655], [-7.515, -0.142, -1.047], [-4.256, -0.388, -0.748], [-5.400, 0.980, -0.819], [-4.004, -0.092, 1.634], [-4.888, 1.875, 2.840], [-6.272, 1.198, 1.987], [-5.439, 2.593, 1.304], [-2.364, 0.956, 0.455], [-2.804, 1.860, 1.624], [-3.404, -1.662, -5.766], [-3.109, -0.334, -5.415], [-3.828, 0.131, -4.297], [-5.150, 0.799, -4.679], [-5.002, 1.982, -5.631], [-5.937, 1.199, -3.520], [-4.433, -1.787, -6.112], [-3.217, -2.323, -4.907], [-2.702, -1.961, -6.543], [-4.056, -0.678, -3.584], [-3.200, 0.842, -3.745], [-5.692, 0.014, -5.223], [-4.019, 2.446, -5.544], [-5.743, 2.755, -5.440], [-5.115, 1.649, -6.662], [-5.352, 1.871, -3.013], [-6.086, 0.481, -2.820], [-2.333, -4.071, -1.798], [-1.978, -4.339, -3.146], [-1.106, -5.434, -3.187], [-0.656, -5.717, -4.611], [-1.811, -6.339, -5.409], [0.496, -6.618, -4.670], [-1.453, -3.825, -1.200], [-2.879, -4.917, -1.365], [-3.038, -3.238, -1.823], [-0.217, -5.251, -2.557], [-1.575, -6.347, -2.784], [-0.384, -4.787, -5.119], [-2.536, -5.546, -5.614], [-2.329, -7.102, -4.823], [-1.496, -6.744, -6.369], [0.210, -7.589, -4.596], [1.129, -6.469, -3.890], [-1.047, 2.234, 7.895], [-1.380, 0.880, 7.727], [-0.338, 0.019, 8.133], [-0.694, -1.399, 7.788], [-0.611, -1.643, 6.340], [-0.805, -3.044, 5.980], [-1.013, -3.193, 4.502], [-2.230, -2.576, 4.159], [-2.519, -2.621, 2.786], [-0.120, 2.504, 7.375], [-0.988, 2.515, 8.952], [-1.853, 2.814, 7.442], [-0.143, 0.097, 9.210], [0.578, 0.301, 7.591], [-1.722, -1.614, 8.128], [-0.105, -2.130, 8.349], [-1.384, -1.106, 5.958], [-1.642, -3.504, 6.524], [0.103, -3.589, 6.257], [-1.047, -4.256, 4.213], [-0.175, -2.772, 3.929], [-2.384, -3.641, 2.394], [-1.843, -1.985, 2.197], [-3.546, -2.306, 2.628], [-0.505, -1.471, -3.559], [0.049, -0.798, -2.445], [-0.772, 0.276, -2.008], [-0.125, 0.988, -0.849], [-0.472, 0.378, 0.435], [0.363, 0.899, 1.501], [-0.178, 0.502, 2.846], [-1.457, 1.100, 3.036], [-1.917, 0.895, 4.346], [-0.233, -0.913, -4.466], [-1.583, -1.606, -3.495], [0.040, -2.408, -3.679], [-1.737, -0.182, -1.733], [-0.982, 0.987, -2.820], [-0.451, 2.032, -0.853], [0.970, 0.990, -0.986], [-0.416, -0.633, 0.338], [0.335, 1.991, 1.448], [1.413, 0.583, 1.399], [0.455, 0.842, 3.669], [-0.249, -0.594, 2.928], [-2.873, 1.404, 4.476], [-1.183, 1.197, 5.097], [-2.174, -0.167, 4.458], [1.555, 4.523, -1.944], [1.115, 4.309, -0.630], [0.422, 5.433, -0.117], [-0.259, 5.014, 1.157], [0.729, 4.797, 2.199], [0.108, 4.288, 3.414], [1.157, 3.795, 4.386], [1.894, 2.774, 3.762], [2.965, 2.307, 4.540], [2.127, 5.459, -2.012], [0.705, 4.593, -2.634], [2.223, 3.719, -2.242], [-0.271, 5.827, -0.873], [1.141, 6.232, 0.113], [-0.882, 4.127, 0.944], [-0.962, 5.800, 1.455], [1.408, 4.137, 1.831], [-0.584, 3.463, 3.178], [-0.463, 5.102, 3.866], [0.687, 3.477, 5.325], [1.809, 4.662, 4.580], [2.614, 1.600, 5.303], [3.553, 3.111, 4.998], [3.648, 1.748, 3.897], [9.426, -0.733, 1.530], [8.803, -0.563, 0.291], [9.445, -1.307, -0.733], [8.788, -1.016, -2.056], [7.468, -1.594, -2.125], [6.712, -1.126, -3.268], [5.254, -1.522, -3.148], [4.560, -0.986, -4.243], [3.177, -1.142, -4.120], [9.403, -1.798, 1.819], [8.838, -0.215, 2.285], [10.468, -0.400, 1.521], [9.299, -2.373, -0.493], [10.521, -1.102, -0.719], [9.457, -1.500, -2.782], [8.810, 0.061, -2.274], [6.992, -1.420, -1.247], [7.122, -1.566, -4.181], [6.730, -0.033, -3.397], [4.856, -1.165, -2.182], [5.115, -2.615, -3.106], [2.696, -0.761, -5.020], [2.670, -0.649, -3.280], [2.947, -2.218, -4.048], [-3.137, 4.234, -3.384], [-2.918, 3.917, -1.916], [-3.214, 5.129, -1.030], [-3.826, 2.866, -1.609], [-3.006, 3.339, -3.983], [-2.483, 5.032, -3.746], [-4.145, 4.634, -3.524], [-1.888, 3.553, -1.782], [-3.355, 4.814, 0.005], [-4.135, 5.616, -1.348], [-2.378, 5.831, -1.105], [-3.614, 2.514, -0.704], [1.374, 1.777, -5.192], [0.726, 2.795, -6.114], [-0.695, 3.092, -5.696], [1.442, 4.032, -6.140], [1.519, 2.160, -4.180], [2.405, 1.565, -5.505], [0.810, 0.847, -5.212], [0.727, 2.365, -7.126], [-0.691, 3.613, -4.733], [-1.301, 2.203, -5.513], [-1.151, 3.740, -6.443], [2.327, 3.851, -6.469], [2.879, -2.324, 6.979], [3.061, -1.328, 5.860], [4.092, -1.772, 4.868], [1.845, -1.109, 5.159], [2.114, -2.013, 7.691], [3.808, -2.487, 7.541], [2.686, -3.339, 6.616], [3.407, -0.364, 6.266], [3.882, -2.753, 4.431], [5.077, -1.821, 5.340], [4.157, -1.089, 4.018], [1.050, -1.186, 5.737], [2.715, -1.873, -0.389], [1.690, -2.849, 0.166], [1.779, -3.024, 1.662], [0.359, -2.323, -0.049], [2.532, -0.871, 0.009], [2.630, -1.781, -1.474], [3.726, -2.202, -0.143], [1.780, -3.802, -0.368], [1.072, -3.798, 1.966], [1.558, -2.091, 2.181], [2.771, -3.342, 1.992], [0.285, -2.043, -0.976]],
  "lowdin_charge": [-0.114, -0.181, -0.215, -0.404, -0.035, 0.056, 0.088, 0.082, 0.095, 0.126, 0.109, 0.128, 0.069, 0.080, 0.086, 0.053, 0.070, -0.106, -0.193, -0.223, -0.429, -0.044, 0.060, 0.088, 0.074, 0.092, 0.115, 0.107, 0.129, 0.051, 0.078, 0.076, 0.051, 0.022, -0.092, -0.198, -0.245, -0.438, -0.059, 0.034, 0.075, 0.093, 0.084, 0.120, 0.129, 0.132, 0.074, 0.079, 0.077, 0.069, 0.064, -0.114, -0.190, -0.229, -0.196, -0.058, -0.187, -0.228, -0.196, -0.096, 0.074, 0.091, 0.092, 0.130, 0.121, 0.131, 0.115, 0.089, 0.128, 0.119, 0.130, 0.104, 0.092, 0.077, 0.087, -0.076, -0.223, -0.192, -0.180, -0.059, -0.174, -0.196, -0.217, -0.087, 0.084, 0.070, 0.090, 0.123, 0.120, 0.099, 0.128, 0.080, 0.109, 0.121, 0.105, 0.106, 0.094, 0.081, 0.074, -0.110, -0.203, -0.230, -0.228, -0.042, -0.207, -0.224, -0.200, -0.098, 0.093, 0.082, 0.082, 0.104, 0.129, 0.111, 0.125, 0.102, 0.106, 0.125, 0.109, 0.127, 0.073, 0.092, 0.091, -0.130, -0.197, -0.236, -0.231, -0.063, -0.212, -0.245, -0.167, -0.134, 0.090, 0.086, 0.088, 0.128, 0.122, 0.124, 0.124, 0.109, 0.127, 0.124, 0.111, 0.132, 0.075, 0.075, 0.095, -0.058, -0.486, -0.044, -0.110, 0.037, 0.085, 0.090, 0.118, 0.073, 0.081, 0.062, 0.027, -0.058, -0.492, -0.054, -0.044, 0.075, 0.078, 0.061, 0.137, 0.062, 0.073, 0.090, 0.086, -0.052, -0.519, -0.063, -0.087, 0.062, 0.085, 0.085, 0.123, 0.077, 0.083, 0.076, 0.033, -0.040, -0.446, -0.047, -0.099, 0.077, 0.048, 0.085, 0.135, 0.079, 0.071, 0.081, 0.054]
}